Computed, not measured: a 2-piece molecular cluster, CH4ClFSi overall in a non-equilibrium geometry, with ωB97M-V/def2-TZVPD.

```
8
Properties=species:S:1:pos:R:3:forces:R:3
C -1.559837 0.073567 -1.566956 -2.0 0.7 -2.9
F 2.406691 -1.249243 1.885114 1.1 -1.5 -0.3
Si 1.297585 -0.157846 1.823878 -2.7 -1.4 0.9
Cl 2.227758 1.514783 1.909637 1.4 3.0 -0.1
H -1.476547 -0.292030 -2.658445 -0.5 1.0 2.0
H -0.896603 -0.338915 -0.910755 1.6 -0.9 1.6
H -2.384247 0.707838 -1.159979 0.9 -0.7 -0.8
H 0.385201 -0.258154 0.677507 0.2 -0.1 -0.4
```
Positions in Å, forces in eV/Å.

Computed properties:
- Charge: 0
- F_max: 3.62 eV/Å
- Relative energy (zero: lowest compared OMol25 entry of this formula, charge and spin): 223.6 kJ/mol